Record 1
Entry from the Open Molecules 2025 dataset: a molecular structure, C38H59As2NO7P2S2Ti (ωB97M-V with the def2-TZVPD basis set).

Positions of all 112 atoms, in Å:
Ti -1.108 0.240 -0.405
C -0.981 -4.783 -6.093
C -0.605 -3.865 -4.943
O -1.383 -2.702 -4.976
P -1.912 -2.165 -3.333
S -2.612 -1.418 -1.043
S -0.270 -0.744 -3.404
O -3.191 -1.332 -3.977
C -3.237 -0.857 -5.315
C -4.451 0.038 -5.436
H -0.411 -5.720 -6.045
H -0.777 -4.299 -7.051
H -2.049 -5.017 -6.047
H 0.468 -3.623 -5.014
H -0.742 -4.404 -3.993
H -3.299 -1.696 -6.006
H -2.320 -0.315 -5.546
H -5.365 -0.535 -5.261
H -4.495 0.473 -6.440
H -4.409 0.845 -4.702
O 0.412 0.889 0.296
C 0.406 2.132 0.898
C -0.680 2.994 0.979
C -0.523 4.282 1.584
C -1.555 5.175 1.666
C -2.836 4.920 1.162
C -3.024 3.674 0.575
C -2.026 2.726 0.484
O -2.321 1.498 -0.049
N -1.295 6.476 2.326
O -2.198 7.281 2.378
O -0.197 6.690 2.794
H 1.352 2.475 1.296
H 0.443 4.560 1.987
H -3.626 5.649 1.247
H -3.993 3.403 0.170
C -2.743 1.166 3.365
As -1.445 -0.052 2.573
C -0.596 -0.601 4.251
C -2.510 -1.719 2.478
C -3.682 -1.904 3.212
C -4.391 -3.098 3.143
C -3.915 -4.129 2.338
C -2.744 -3.957 1.615
C -2.038 -2.759 1.664
As -0.372 -2.510 0.623
C 0.637 -3.562 1.994
C -0.350 -4.019 -0.604
H -3.060 0.835 4.355
H -3.602 1.265 2.704
H -2.264 2.141 3.441
H -1.351 -1.025 4.912
H -0.130 0.267 4.716
H 0.172 -1.345 4.044
H -4.054 -1.104 3.842
H -5.309 -3.220 3.706
H -4.462 -5.063 2.269
H -2.394 -4.758 0.972
H 0.016 -4.410 2.281
H 0.862 -2.964 2.879
H 1.573 -3.922 1.565
H -0.508 -4.959 -0.077
H 0.639 -4.028 -1.061
H -1.096 -3.889 -1.388
C 3.786 -2.128 -1.903
C 4.094 -0.625 -1.989
C 5.590 -0.395 -2.194
C 3.354 -0.061 -3.216
P 3.198 0.206 -0.551
C 3.815 1.946 -0.689
C 5.115 2.416 -0.466
C 5.415 3.770 -0.551
C 4.416 4.690 -0.862
C 3.122 4.244 -1.092
C 2.825 2.883 -1.005
C 3.920 -0.387 1.103
C 3.664 0.731 2.123
C 5.373 -0.850 1.195
C 3.007 -1.562 1.499
H 4.045 -2.616 -2.851
H 2.720 -2.294 -1.721
H 4.355 -2.619 -1.106
H 5.915 -0.944 -3.090
H 6.196 -0.745 -1.356
H 5.806 0.661 -2.361
H 3.712 -0.562 -4.126
H 3.533 1.014 -3.324
H 2.275 -0.220 -3.141
H 5.909 1.725 -0.215
H 6.430 4.109 -0.372
H 4.647 5.748 -0.912
H 2.331 4.950 -1.320
H 1.803 2.534 -1.155
H 4.278 1.614 1.943
H 3.884 0.354 3.132
H 2.612 1.040 2.103
H 6.089 -0.059 0.963
H 5.571 -1.701 0.539
H 5.573 -1.179 2.225
H 1.961 -1.259 1.457
H 3.238 -1.896 2.521
H 3.129 -2.418 0.827
C 0.759 2.250 -3.632
O 0.436 1.616 -2.408
C -0.728 0.767 -2.416
C -1.910 1.479 -3.055
H 0.049 3.046 -3.874
H 0.789 1.535 -4.461
H 1.751 2.691 -3.508
H -2.818 0.925 -2.848
H -2.001 2.474 -2.609
H -1.801 1.588 -4.142

Values from the calculation:
Kohn-Sham gap (eV): 4.2
Lowest unoccupied orbital energy (eV): 4.0653
Net charge: -2

Atom charges from the Löwdin analysis, given in e for atoms 1 to 2:
1 Ti 0.48
2 C -0.11

Record 2
Entry from the Open Molecules 2025 dataset: 2 unconnected molecules or ions with the total composition CH7N2O (ωB97M-V with the def2-TZVPD basis set).

Positions of all 11 atoms, in Å:
N 2.314 0.904 -0.547
H 1.941 1.014 -1.450
H 2.104 1.757 -0.124
H 1.663 0.177 -0.089
N -0.950 -0.351 1.308
C -1.105 -0.461 -0.357
O -1.398 -1.676 -0.679
H -0.863 -1.354 1.494
H -1.957 -0.331 1.808
H -0.068 -0.110 -0.602
H -1.681 0.430 -0.761

Values from the calculation:
Kohn-Sham gap (eV): 7.2
Lowest unoccupied orbital energy (eV): 4.5299
ΔE to the lowest compared entry with this formula, charge and spin (kJ/mol): 108.00
Net charge: -1

Atom charges from the Löwdin analysis, given in e for atoms 1 to 2:
1 N -0.01
2 H -0.03

Record 3
Entry from the Open Molecules 2025 dataset: 2 unconnected molecules or ions with the total composition C4H15N2O2 (ωB97M-V with the def2-TZVPD basis set).

Positions of all 23 atoms, in Å:
C -0.438 0.869 2.090
O 0.666 1.723 2.411
C -0.345 0.577 0.606
C -1.256 -0.488 0.050
C -1.563 -0.657 -1.500
N -0.752 0.305 -2.322
N 1.092 0.237 0.238
H -0.197 0.023 2.771
H -1.384 1.298 2.406
H 0.408 2.650 2.331
H -0.640 1.512 0.107
H -0.757 -1.455 0.329
H -2.157 -0.603 0.661
H -1.215 -1.621 -1.894
H -2.602 -0.368 -1.680
H -0.322 -0.074 -3.168
H -1.270 1.184 -2.500
H 1.239 0.082 -0.756
H 1.342 -0.722 0.612
H 1.740 0.948 0.633
H 2.358 -2.115 -1.090
H 3.500 -1.600 -0.095
O 2.553 -1.704 -0.242

Values from the calculation:
Kohn-Sham gap (alpha / beta) (eV): 10.9 / 5.4
Spin multiplicity: 2
Lowest unoccupied orbital energy (alpha / beta) (eV): -7.4699 / -12.9691
ΔE to the lowest compared entry with this formula, charge and spin (kJ/mol): 205.49
⟨S²⟩: 0.754
Net charge: +2

Atom charges from the Löwdin analysis, given in e for atoms 1 to 2:
1 C -0.17
2 O -0.04

Record 4
Entry from the Open Molecules 2025 dataset: 3 unconnected molecules or ions with the total composition C12H25N2O2 (ωB97M-V with the def2-TZVPD basis set).

Positions of all 41 atoms, in Å:
C -0.077 -1.327 1.850
C -0.282 -0.012 1.132
N 0.954 0.458 0.455
C 1.003 0.525 -0.870
C 2.158 0.988 -1.488
C 3.209 1.350 -0.682
C 3.048 1.213 0.699
N 1.943 0.775 1.264
H 0.603 -1.211 2.688
H -1.041 -1.600 2.266
H 0.301 -2.106 1.193
H -1.105 -0.020 0.429
H -0.506 0.750 1.874
H 0.147 0.217 -1.445
H 2.230 1.069 -2.563
H 4.132 1.728 -1.089
H 3.860 1.469 1.361
C -0.106 0.340 -5.403
C 1.323 0.685 -5.796
C 1.540 0.536 -7.293
O 2.248 -0.141 -5.078
H -0.332 -0.699 -5.656
H -0.248 0.452 -4.325
H -0.824 0.981 -5.914
H 1.546 1.710 -5.497
H 1.365 -0.497 -7.603
H 2.567 0.788 -7.556
H 0.868 1.183 -7.856
H 2.080 -1.055 -5.330
C -3.550 0.156 6.045
C -2.967 -0.819 5.036
C -2.035 -1.822 5.698
O -2.270 -0.103 4.005
H -2.754 0.729 6.527
H -4.214 0.866 5.552
H -4.113 -0.367 6.818
H -3.775 -1.349 4.531
H -1.193 -1.308 6.170
H -1.625 -2.514 4.960
H -2.555 -2.400 6.461
H -1.553 0.381 4.429

Values from the calculation:
Kohn-Sham gap (eV): 8.0
Lowest unoccupied orbital energy (eV): -4.6520
ΔE to the lowest compared entry with this formula, charge and spin (kJ/mol): 9.76
Net charge: +1

Atom charges from the Löwdin analysis, given in e for atoms 1 to 2:
1 C -0.06
2 C -0.15

Record 5
Entry from the Open Molecules 2025 dataset: a single C3H4N2O molecule (ωB97M-V with the def2-TZVPD basis set).

Positions of all 10 atoms, in Å:
N -1.515 0.072 0.913
C -0.213 -0.219 0.667
C 0.901 -0.848 0.757
N 0.894 0.418 -0.085
C 0.699 0.324 -1.470
O -0.388 0.182 -1.985
H -1.923 0.661 0.201
H -1.740 0.353 1.858
H 1.671 -1.452 1.203
H 1.614 0.510 -2.059

Values from the calculation:
Kohn-Sham gap (eV): 9.3
Lowest unoccupied orbital energy (eV): 0.8811
SMILES: NC1=CN1C=O
ΔE to the lowest compared entry with this formula, charge and spin (kJ/mol): 377.00

Atom charges from the Löwdin analysis, given in e for atoms 1 to 2:
1 N 0.14
2 C -0.33

Record 6
Entry from the Open Molecules 2025 dataset: 16 unconnected molecules or ions with the total composition H32O16 (ωB97M-V with the def2-TZVPD basis set).

Positions of all 48 atoms, in Å:
O -1.434 2.578 -2.252
H -0.538 2.420 -2.207
H -1.774 1.879 -1.690
O -2.278 -2.254 -2.729
H -1.666 -1.548 -2.858
H -3.194 -1.971 -3.090
O 3.934 3.668 1.239
H 4.712 4.065 1.007
H 3.802 3.341 2.149
O 2.333 -4.115 -2.777
H 1.447 -4.214 -2.564
H 2.432 -3.311 -3.259
O -1.349 0.622 4.433
H -0.650 1.120 4.053
H -1.553 0.204 3.661
O 0.038 -1.430 4.941
H -0.550 -0.773 5.388
H 0.483 -0.784 4.217
O -4.076 1.959 2.687
H -4.924 2.209 2.319
H -3.394 2.576 2.981
O -2.351 0.674 -0.219
H -3.189 0.462 -0.502
H -1.874 -0.033 0.255
O 1.503 -1.253 1.126
H 1.583 -0.345 1.409
H 1.717 -1.313 0.187
O 0.870 0.361 -2.293
H 0.271 -0.245 -2.096
H 0.608 1.102 -2.799
O 1.336 2.473 0.218
H 1.644 1.842 -0.439
H 2.135 3.035 0.292
O -0.042 -3.322 -0.788
H -0.597 -4.040 -0.331
H 0.399 -3.081 0.042
O 4.646 0.281 -3.265
H 5.051 1.017 -2.715
H 4.854 -0.448 -2.768
O -4.731 2.516 -1.988
H -3.895 2.400 -2.400
H -4.403 2.800 -1.004
O -2.520 -0.135 2.123
H -2.331 -1.007 1.827
H -3.339 -0.270 2.748
O 3.851 -3.005 -0.553
H 4.141 -3.807 -1.044
H 2.863 -2.899 -0.672

Values from the calculation:
Kohn-Sham gap (alpha / beta) (eV): 2.3 / 10.1
Spin multiplicity: 2
Lowest unoccupied orbital energy (alpha / beta) (eV): 2.3087 / 2.1805
ΔE to the lowest compared entry with this formula, charge and spin (kJ/mol): 322.17
⟨S²⟩: 0.751
Net charge: -1

Atom charges from the Löwdin analysis, given in e for atoms 1 to 2:
1 O -0.04
2 H -0.05

Record 7
Entry from the Open Molecules 2025 dataset: 2 unconnected molecules or ions with the total composition C2H3ClINO (ωB97M-V with the def2-TZVPD basis set).

Positions of all 9 atoms, in Å:
C 1.588 1.358 -0.242
C -0.989 -1.028 0.903
N 0.643 0.695 -0.681
O 2.426 1.885 0.353
Cl 0.124 -1.915 -0.214
I -2.593 0.040 -0.240
H -1.649 -1.617 1.532
H 0.919 -0.311 -0.953
H -0.470 0.892 -0.459

Values from the calculation:
Kohn-Sham gap (eV): 6.4
Lowest unoccupied orbital energy (eV): -0.6573
ΔE to the lowest compared entry with this formula, charge and spin (kJ/mol): 458.04

Atom charges from the Löwdin analysis, given in e for atoms 1 to 2:
1 C -0.21
2 C -1.01

Record 8
Entry from the Open Molecules 2025 dataset: a gas-phase ion, C5H4NO3 (charge -1) (ωB97M-V with the def2-TZVPD basis set).

Positions of all 13 atoms, in Å:
C 0.667 0.623 0.101
C 0.100 -0.566 -0.189
N -1.127 -0.765 0.245
C -1.946 -1.750 0.020
O -1.848 -2.952 -0.313
O -3.317 -1.336 0.142
C -3.433 -0.034 0.432
C -4.165 0.871 -0.123
O -4.645 1.957 -0.229
H 1.702 0.697 -0.072
H -0.079 1.318 0.538
H 0.594 -1.305 -0.883
H -2.251 0.189 0.631

Values from the calculation:
Kohn-Sham gap (eV): 7.7
Lowest unoccupied orbital energy (eV): 3.7258
SMILES: C=C/N=C(\[O-])OC=C=O
ΔE to the lowest compared entry with this formula, charge and spin (kJ/mol): 317.90
Net charge: -1

Atom charges from the Löwdin analysis, given in e for atoms 1 to 2:
1 C -0.05
2 C -0.29